[1]
The following is a DFT calculation (ωB97M-V/def2-TZVPD) of 2 unconnected molecules or ions with the total composition C8H16O4.

CARTESIAN COORDINATES (ANGSTROEM)
H -6.540 0.987 -1.075
C -6.343 1.501 -0.119
H 5.878 0.938 0.998
O 3.799 -0.215 -1.155
C 4.213 0.126 -0.071
H 4.125 -2.867 0.218
H 2.086 -1.359 0.175
H 5.844 1.100 -0.786
H -0.913 0.012 -1.513
H -2.144 0.948 -2.419
C -4.900 1.031 0.306
C -1.989 0.088 -1.745
O -4.061 0.924 -0.684
H 2.195 -1.164 1.949
H 4.893 2.225 0.234
H -6.402 2.589 -0.286
C 5.239 1.182 0.133
C 2.785 -1.361 1.033
H -2.826 -0.371 0.327
C -2.707 0.439 -0.419
C 3.431 -2.730 1.065
O -4.484 1.057 1.437
O 3.802 -0.322 1.036
H -2.132 1.255 0.059
H 2.607 -3.456 0.967
H 3.975 -2.939 2.002
H -7.126 1.213 0.603
H -2.303 -0.830 -2.268

Orbital gap, eV: 10.793
Charge: 0
SMILES string: CCOC(C)=O.CCOC(C)=O
F_max, eV/A: 4.199
Relative energy (zero: lowest compared OMol25 entry of this formula, charge and spin), eV: 0.739



[2]
The following is a DFT calculation (ωB97M-V/def2-TZVPD) of C6H14N2O3 in the gas phase.

CARTESIAN COORDINATES (ANGSTROEM)
H -0.097 -0.268 -1.425
N 0.465 1.535 -0.441
C -0.689 0.377 1.317
N 1.265 0.359 -0.213
H 1.254 -0.455 2.027
O 0.494 0.433 2.161
H 0.398 1.651 -1.485
C -1.710 1.714 -0.684
H 1.779 0.508 0.590
C -0.652 -0.966 0.616
C -0.739 1.618 0.448
H -1.493 2.576 -1.417
O 2.105 -1.384 -2.098
H 0.888 -2.823 -1.300
H -0.691 -2.105 2.273
H 2.141 -0.357 -1.963
H 1.960 -2.186 -0.011
H -1.678 0.944 -1.366
O -0.111 -1.924 1.476
C 1.269 -1.850 -0.956
C 0.423 -0.774 -0.552
H -1.595 -1.520 0.334
H -0.627 2.568 0.985
H -2.743 1.838 -0.303
H -1.618 0.491 1.988

Orbital gap, eV: 8.839
Charge: 0
SMILES string: C[C@@H]1NN[C@@H](CO)[C@@H](O)[C@H]1O
F_max, eV/A: 5.696
Relative energy (zero: lowest compared OMol25 entry of this formula, charge and spin), eV: 4.926



[3]
The following is a DFT calculation (ωB97M-V/def2-TZVPD) of C5H9N3 in the gas phase.

CARTESIAN COORDINATES (ANGSTROEM)
C -1.938 0.425 0.773
C -1.058 0.108 -0.576
H -1.523 -2.055 -0.996
H 0.554 -2.658 0.349
H 2.669 0.504 0.056
N 2.195 -0.376 0.428
H 0.965 2.491 -0.801
N 0.476 1.907 -0.140
C 0.259 -1.665 0.179
N 0.301 0.610 -0.487
H -1.674 1.338 1.290
H 0.308 2.165 0.798
C 0.986 -0.432 0.094
C -0.871 -1.391 -0.471
H -1.802 -0.218 1.598
H -1.592 0.656 -1.464
H -2.976 0.518 0.564

Orbital gap, eV: 9.583
Charge: 0
SMILES string: [H]/N=C1/C=C[C@@H](C)N1N
F_max, eV/A: 3.431
Relative energy (zero: lowest compared OMol25 entry of this formula, charge and spin), eV: 3.058



no.,DFT total energy (eV),LUMO (eV),highest occupied orbital energy (Eh)
1,-16745.280,0.674,-0.37186
2,-15566.627,0.498,-0.30655
3,-9798.409,1.020,-0.31471